Computed, not measured: a cluster of 2 separate species, CH6NO2 in total in a non-equilibrium geometry, with ωB97M-V/def2-TZVPD.

Bonds (Å) are listed after each position.
Element x y z (Å)
1 N -0.316 -0.454 1.186  C2 1.518, H4 1.018, H5 1.013
2 C 0.023 -1.247 -0.063  N1 1.518, O3 1.334, H6 1.113, H7 1.129
3 O 0.614 -0.505 -1.000  C2 1.334
4 H 0.507 -0.532 1.780  N1 1.018
5 H -0.354 0.543 1.012  N1 1.013
6 H 0.678 -2.035 0.372  C2 1.113
7 H -0.956 -1.701 -0.395  C2 1.129
8 H -0.617 2.632 -1.127  O10 0.953
9 H 0.341 1.189 -1.024  O10 0.999
10 O 0.081 2.111 -0.741  H8 0.953, H9 0.999

Calculated values
- charge = -1
- molar mass (g mol⁻¹) = 64.1
- E (eV) = -6719.3534
- frontier orbital gap (eV) = 7.3713
- LUMO (Ha) = 0.167